No. 1
Formula: C2H4CoLiO2
Source: the Open Molecules 2025 dataset
Level of theory: wB97M-V/def2-TZVPD

Positions of all 10 atoms, in Å:
O 2.14461 0.28074 0.39855
C -0.83802 0.58849 0.14501
C -1.09166 -0.62416 -0.65319
O -0.47599 -0.87638 0.61373
Li 3.66167 0.99567 0.03352
Co 1.33488 -1.16726 0.89096
H -0.30731 1.37457 0.68544
H -1.76062 1.18000 0.16390
H -0.54813 -0.75653 -1.59236
H -2.11942 -0.99514 -0.68557

Summary:
Total charge: +1
Energy relative to the best compared isomer or geometry (same formula, charge and spin) in kcal/mol: 0.0
E in eV: -44054.7759
LUMO level (alpha / beta) in eV: -4.3 / -4.9
2S+1: 4
Expectation value of S²: 3.7611
Frontier orbital gap (alpha / beta) in eV: 8.98 / 8.15
E_HOMO (alpha / beta) in eV: -13.3 / -13.0

---

No. 2
Formula: C2H4F2S
Source: the Open Molecules 2025 dataset
Level of theory: wB97M-V/def2-TZVPD

Positions of all 9 atoms, in Å:
C 0.72932 -0.09332 0.91760
C -0.45646 -0.08315 -0.17596
F -1.64381 -0.12015 0.50586
F -0.56030 -1.29227 -0.85467
S -0.41610 1.27495 -1.35065
H 1.67539 -0.32198 0.43480
H 0.62937 0.93541 1.22947
H 0.37522 -0.81313 1.71687
H -0.33263 0.51364 -2.42333

Summary:
Total charge: 0
Energy relative to the best compared isomer or geometry (same formula, charge and spin) in kcal/mol: 50.1
E in eV: -18403.3014
LUMO level (alpha / beta) in eV: 0.7 / -3.5
2S+1: 3
Expectation value of S²: 2.0032
Frontier orbital gap (alpha / beta) in eV: 5.44 / 8.27
E_HOMO (alpha / beta) in eV: -4.7 / -11.8

---

No. 3
Formula: C2H4F3N
Source: the Open Molecules 2025 dataset
Level of theory: wB97M-V/def2-TZVPD

Positions of all 10 atoms, in Å:
C -0.37955 -1.08015 -0.78980
C -0.68621 0.06631 -0.01000
N -0.40492 1.22780 -0.05046
F 0.89381 -0.38178 2.22597
F -0.73305 2.24423 0.74141
F 0.66754 1.96878 -0.96017
H 0.03906 -0.72346 -1.73624
H 0.33161 -1.71517 -0.34784
H -1.09819 -1.82834 -0.73892
H 1.36990 0.22177 1.66605

Summary:
Total charge: 0
Energy relative to the best compared isomer or geometry (same formula, charge and spin) in kcal/mol: 156.0
E in eV: -11775.1036
LUMO level in eV: 0.2
Frontier orbital gap in eV: 10.02
E_HOMO in eV: -9.8

---

No. 4
Formula: C2H4F3NO4SSn
Source: the Open Molecules 2025 dataset
Level of theory: wB97M-V/def2-TZVPD

Positions of all 16 atoms, in Å:
O -0.32211 -2.24616 0.01860
C 0.30513 -3.27261 0.71748
Sn -0.14150 -1.42142 -1.52405
H 1.28773 -2.95946 1.11698
H -0.30333 -3.59578 1.58096
H 0.48006 -4.15717 0.07954
O -1.08945 0.09156 0.38911
H -1.73004 -0.73653 0.34311
N -0.48099 0.33517 -0.86283
S 0.55613 1.55344 -0.84230
O 1.74824 1.19433 -0.06971
O 0.75168 2.13305 -2.17181
C -0.14160 2.99970 0.12668
F -0.48516 3.97503 -0.70214
F 0.77303 3.46409 0.97149
F -1.20784 2.64276 0.82890

Summary:
Total charge: 0
Energy relative to the best compared isomer or geometry (same formula, charge and spin) in kcal/mol: 0.0
E in eV: -36632.8224
LUMO level in eV: -1.0
Frontier orbital gap in eV: 8.74
E_HOMO in eV: -9.8

---

No. 5
Formula: C2H4FN3
Source: the Open Molecules 2025 dataset
Level of theory: wB97M-V/def2-TZVPD

Positions of all 10 atoms, in Å:
F 0.07067 -1.62468 2.02541
C -0.43874 -1.19245 0.76149
C 0.26131 0.15461 0.14158
N 0.38094 -0.27185 -1.29288
N 0.23688 -1.59827 -1.33326
N -0.10578 -2.14967 -0.29551
H -1.61576 -1.10836 0.96465
H -0.23520 1.06767 0.28093
H 1.23927 0.43181 0.47008
H 1.20715 0.16415 -1.77748

Summary:
Total charge: 0
Energy relative to the best compared isomer or geometry (same formula, charge and spin) in kcal/mol: 42.9
E in eV: -9324.1072
LUMO level in eV: 0.8
Structure (SMILES): F[C@H]1CNN=N1
Frontier orbital gap in eV: 10.66
E_HOMO in eV: -9.9

---

No. 6
Formula: C2H4FN3
Source: the Open Molecules 2025 dataset
Level of theory: wB97M-V/def2-TZVPD

Positions of all 10 atoms, in Å:
C -0.65600 -0.43092 0.02225
C 0.75654 -0.51440 -0.49642
N 1.22871 0.93602 -0.49289
N 0.45516 1.61255 0.19652
N -0.69512 1.02854 0.37312
F 1.45285 -1.27670 0.46954
H -1.39405 -0.53530 -0.80196
H -0.90959 -0.95512 0.92997
H 0.84747 -0.98752 -1.46486
H -1.08596 1.12285 1.26474

Summary:
Total charge: 0
Energy relative to the best compared isomer or geometry (same formula, charge and spin) in kcal/mol: 0.0
E in eV: -9320.8820
LUMO level (alpha / beta) in eV: 0.9 / -2.4
2S+1: 3
Expectation value of S²: 2.0074
Frontier orbital gap (alpha / beta) in eV: 7.31 / 7.48
E_HOMO (alpha / beta) in eV: -6.4 / -9.9

---

What did the third record say?
Formula: C2H4F3N
Source: the Open Molecules 2025 dataset
Level of theory: wB97M-V/def2-TZVPD

Positions of all 10 atoms, in Å:
C -0.37955 -1.08015 -0.78980
C -0.68621 0.06631 -0.01000
N -0.40492 1.22780 -0.05046
F 0.89381 -0.38178 2.22597
F -0.73305 2.24423 0.74141
F 0.66754 1.96878 -0.96017
H 0.03906 -0.72346 -1.73624
H 0.33161 -1.71517 -0.34784
H -1.09819 -1.82834 -0.73892
H 1.36990 0.22177 1.66605

Summary:
Total charge: 0
Energy relative to the best compared isomer or geometry (same formula, charge and spin) in kcal/mol: 156.0
E in eV: -11775.1036
LUMO level in eV: 0.2
Frontier orbital gap in eV: 10.02
E_HOMO in eV: -9.8

---

- Look up the energy relative to the best compared isomer or geometry (same formula, charge and spin) of the first one.
  0.0 kcal/mol